# H35O17

A 17-piece molecular cluster, H35O17 overall at a distorted geometry (ωB97M-V with the def2-TZVPD basis set, OMol25).

Calculated values
Molecular weight   307.3 g/mol
Calculated total energy   -1299.81604 hartree
2S+1   1
ΔE to the lowest compared entry with this formula, charge and spin   58.3 kcal per mole
Kohn-Sham gap   10.118 eV
Charge   +1

Structure (XYZ):
```
52
Properties=species:S:1:pos:R:3:lowdin_charge:R:1
O -3.111 -0.576 -1.144 -0.056
O -1.215 -0.570 -4.092 -0.034
O 2.045 2.483 3.213 -0.006
H -3.320 -1.167 -1.884 -0.014
H 0.048 4.124 -2.331 0.049
H 1.861 -2.740 4.086 0.034
H 0.609 0.659 -1.076 0.107
O 1.472 -2.466 -1.020 -0.076
H 0.428 -1.052 -3.477 -0.001
O -4.869 1.617 -0.240 -0.039
H 3.496 3.357 -0.342 0.058
H -3.096 2.254 0.271 0.033
H -1.663 0.071 -3.523 0.047
H 2.400 1.947 1.978 0.124
O 3.469 3.194 0.615 -0.066
O 0.312 -0.031 -0.400 -0.071
H -3.436 -3.455 -3.188 0.089
H 1.536 -1.868 -2.907 0.037
H -2.221 -2.310 -0.812 -0.003
H 2.615 -3.004 0.194 -0.002
H 1.101 2.475 2.922 0.074
H -1.577 -1.403 -3.760 0.034
H 1.119 -0.150 4.740 0.086
H -3.573 0.258 -1.147 0.004
H 2.623 -0.192 5.040 0.080
O 3.248 -3.090 0.936 -0.074
H 4.277 3.758 0.712 0.082
O 2.402 1.133 1.106 0.051
H 2.821 0.473 1.678 0.130
H -0.545 -0.150 -0.841 0.047
O 0.045 1.382 1.805 -0.077
H -1.866 -3.147 0.437 0.058
O 1.955 -2.294 3.243 -0.076
H 0.637 -2.808 -0.674 0.035
H 2.022 -2.909 2.499 0.008
O 0.225 3.172 -2.356 -0.059
O 1.919 0.421 4.792 -0.029
O 1.383 -0.943 -3.226 -0.103
H -4.501 -2.434 -2.893 0.087
H 1.436 0.932 0.834 0.096
H -5.252 2.479 -0.464 0.080
H -5.207 1.519 0.660 0.080
H -0.022 0.466 2.124 0.087
H 1.959 1.649 3.764 0.027
H -0.785 1.434 1.279 0.032
O -3.535 -2.528 -2.930 -0.038
O -2.126 2.111 0.360 -0.065
H -1.986 2.008 -0.615 0.063
H 0.522 3.028 -3.262 0.045
H 4.148 -2.964 0.635 0.046
O -1.482 -2.644 -0.286 -0.040
H 1.257 -1.509 -1.032 0.021
```